Below is a cluster of 6 separate species, C32H40N4O12 in total, with properties calculated with ωB97M-V/def2-TZVPD.

ORCA input file:
```
! RIJCOSX wB97M-V def2-TZVPD def2/J DEFGRID3
* xyz 0 1
C 15.11738 -2.60576 10.27819
C 16.09960 -2.74096 11.25718
C 17.02469 -3.76604 11.18278
C 16.99808 -4.65005 10.10710
C 16.03014 -4.50044 9.12685
C 15.11378 -3.46697 9.18204
N 17.93125 -5.78999 10.07786
O 18.59718 -6.02051 11.06884
O 17.94529 -6.46786 9.06670
H 14.42355 -1.77921 10.35466
H 16.05681 -2.00136 12.04482
H 17.74124 -3.85069 11.98883
H 15.90653 -5.14399 8.26545
H 14.38980 -3.38732 8.38400
C 10.19214 -8.59954 11.26781
C 9.39687 -8.50953 10.13697
C 9.43271 -7.32939 9.39983
C 10.32429 -6.31872 9.70558
C 11.11767 -6.43561 10.84250
C 11.10386 -7.61023 11.58130
N 10.34812 -5.08369 8.93057
O 11.21316 -4.26813 9.15683
O 9.50474 -4.96258 8.06149
H 10.15130 -9.48566 11.89217
H 8.76715 -9.33214 9.83454
H 8.73569 -7.21488 8.57991
H 11.75532 -5.63548 11.19650
H 11.71803 -7.65874 12.46938
C 16.91758 -14.89515 11.51949
C 16.67338 -13.93578 12.48539
C 15.39973 -13.80744 12.99922
C 14.40390 -14.67353 12.54756
C 14.67307 -15.70938 11.65512
C 15.95746 -15.82481 11.15111
N 13.03034 -14.47311 12.98493
O 12.69770 -13.33195 13.20795
O 12.29552 -15.41994 13.09717
H 17.90271 -15.09306 11.11097
H 17.51136 -13.34663 12.83189
H 15.21634 -13.14636 13.83532
H 13.86441 -16.36803 11.36983
H 16.17307 -16.59410 10.42297
C 14.65130 -7.50128 12.53576
C 14.57554 -8.89645 12.62943
C 15.50142 -9.57789 13.39452
C 16.64347 -8.94431 13.83890
C 16.79621 -7.58931 13.66201
C 15.76640 -6.86248 13.10352
N 17.75327 -9.74790 14.38645
O 17.62977 -10.95835 14.36768
O 18.76306 -9.16470 14.69826
H 13.87153 -6.94906 12.03309
H 13.74928 -9.42371 12.17105
H 15.42228 -10.64777 13.54439
H 17.66963 -7.06153 14.01604
H 15.77309 -5.78798 12.97412
C 21.79826 -9.63149 16.30960
O 23.15628 -9.32117 16.22944
C 23.72693 -9.45845 14.95454
C 25.05518 -8.74639 14.86642
O 24.87585 -7.35461 14.85903
C 25.76342 -6.67349 14.00614
H 21.59418 -10.65761 15.97140
H 21.18384 -8.94958 15.71145
H 21.46879 -9.56540 17.34545
H 23.05532 -8.98981 14.22200
H 23.81291 -10.52080 14.70544
H 25.58902 -9.08566 13.97534
H 25.62620 -9.05507 15.75041
H 26.79729 -6.99416 14.18205
H 25.69745 -5.60050 14.14747
H 25.55088 -6.93688 12.96324
C 18.92964 -8.13068 19.36792
O 19.51923 -6.90741 19.00799
C 18.59880 -5.85764 18.78913
C 17.61098 -6.09562 17.66538
O 18.15340 -6.41937 16.40846
C 18.95051 -5.34890 15.92503
H 18.41660 -8.61679 18.53627
H 18.32831 -8.06251 20.27820
H 19.72947 -8.82687 19.63244
H 19.26432 -5.01808 18.56900
H 18.10617 -5.56975 19.72451
H 16.88079 -5.27898 17.62659
H 17.02613 -6.96500 17.98286
H 19.27083 -5.54727 14.90475
H 19.81728 -5.14039 16.55320
H 18.33539 -4.43796 15.91541
*
```

Its SMILES is O=[N+]([O-])c1ccccc1.O=[N+]([O-])c1ccccc1.O=[N+]([O-])c1ccccc1.O=[N+]([O-])c1ccccc1.COCCOC.COCCOC. As for the HOMO-LUMO gap: 8.51 eV.


Below is a structure of composition C32H41CaCl2N4O2PS2, with properties calculated with ωB97M-V/def2-TZVPD.

ORCA input file:
```
! RIJCOSX wB97M-V def2-TZVPD def2/J DEFGRID3
* xyz 0 1
Ca 0.66102 0.19032 -0.88403
C -2.52780 1.75372 0.17635
C -1.79014 2.60757 1.21396
C -2.28919 2.31355 2.62488
P 0.05824 2.39223 0.98289
C 0.56965 4.16598 0.77727
C 2.05114 4.30325 0.43572
C 0.17975 5.17035 1.86473
C 0.71219 1.66524 2.51534
C 0.88018 2.37480 3.70620
C 1.29740 1.78789 4.88916
C 1.43088 2.58481 6.15994
C 1.54199 0.41431 4.85552
C 1.38052 -0.32398 3.70372
C 0.96507 0.26009 2.48573
N 0.82957 -0.47615 1.33980
C 0.69792 -1.88216 1.45889
C -0.46964 -2.44682 2.00392
C -1.57091 -1.57202 2.53157
C -0.61465 -3.82766 2.04430
C 0.35884 -4.68667 1.54957
C 0.18051 -6.18134 1.57983
C 1.50223 -4.11707 1.00818
C 1.68540 -2.74076 0.95781
C 2.95403 -2.18586 0.36151
H -3.60781 1.90707 0.24302
H -2.33755 0.69020 0.33838
H -2.21480 1.99681 -0.84116
H -1.99063 3.65865 0.98644
H -2.05411 1.29005 2.91899
H -3.37403 2.44173 2.66655
H -1.83980 2.97635 3.36535
H -0.00097 4.41186 -0.12779
H 2.66759 4.00672 1.28461
H 2.28712 5.34251 0.19481
H 2.32200 3.68155 -0.41990
H 0.89644 5.15186 2.68503
H -0.81676 4.99544 2.27276
H 0.19518 6.18117 1.44961
H 0.65344 3.43291 3.71960
H 1.67525 3.62645 5.94666
H 2.21579 2.18042 6.80038
H 0.50191 2.57699 6.73651
H 1.87136 -0.09049 5.75843
H 1.58628 -1.38803 3.71840
H -1.83818 -0.81259 1.79580
H -1.26351 -1.04270 3.43689
H -2.45479 -2.16584 2.76264
H -1.52431 -4.24472 2.46550
H -0.73790 -6.45570 2.09815
H 1.01491 -6.66885 2.08733
H 0.13136 -6.58609 0.56679
H 2.28008 -4.76391 0.61310
H 3.68379 -2.98466 0.22648
H 3.37988 -1.41797 1.00829
H 2.77589 -1.75293 -0.62941
Cl 3.37213 0.77307 -1.93438
C 4.50821 0.78875 -0.55818
Cl 3.76252 1.28665 0.95093
H 5.29307 1.49214 -0.80664
H 4.88748 -0.22001 -0.44403
N -3.02198 -4.09581 -7.42763
C -2.40714 -3.41562 -6.39216
C -3.15004 -2.97843 -5.29304
C -2.52949 -2.34008 -4.23589
C -1.15729 -2.13744 -4.27223
C -0.40122 -2.56480 -5.35964
C -1.02386 -3.20151 -6.41132
S -0.35380 -1.31195 -2.96684
O 0.69903 -2.14308 -2.41023
O -1.36939 -0.91359 -1.98012
N 0.39524 -0.00894 -3.47205
C -0.34965 1.13670 -3.63464
S -1.48196 1.36769 -4.93831
C -1.82026 2.94091 -4.31985
C -1.08457 3.17132 -3.20886
N -0.25221 2.14557 -2.81858
H -4.01572 -3.97194 -7.51906
H -2.53056 -4.12188 -8.30461
H -4.22009 -3.14612 -5.27216
H -3.09628 -1.99260 -3.38316
H 0.66713 -2.39077 -5.37147
H -0.44134 -3.54251 -7.25868
H -2.52915 3.59425 -4.80031
H -1.10614 4.08210 -2.62784
*
```

As for the HOMO-LUMO gap: 6.91 eV.


Below is a cluster of 7 separate species, C32H41ClF6N3O21 in total, with properties calculated with ωB97M-V/def2-TZVPD.

ORCA input file:
```
! RIJCOSX wB97M-V def2-TZVPD def2/J DEFGRID3
* xyz 1 1
C 3.53395 -1.94536 2.29379
C 4.58807 -0.98202 2.95797
O 5.53820 -1.37036 3.55776
O 4.31627 0.38949 2.75815
C 4.95437 0.78978 1.50737
C 4.32240 2.10367 0.93533
C 3.37423 1.88161 -0.30582
C 2.19477 0.92930 0.01130
C 1.95945 -0.31421 -0.70024
C 0.83125 -1.20251 -0.37984
C 0.51776 -2.53252 -1.15400
C 1.66331 -2.93142 -2.14609
O 2.82760 -3.27296 -1.36800
N 0.00559 -0.88436 0.62632
N 0.24454 0.22992 1.26661
C -0.73494 0.49139 2.37954
C -2.07182 1.16165 1.83887
C -1.83738 2.27086 0.75905
Cl -1.51195 3.87098 1.55804
C 1.18940 1.17953 1.10132
N 1.28175 2.37271 1.87425
H 3.30580 -1.47539 1.29852
H 2.61943 -1.92449 2.93458
H 3.94405 -2.96625 2.13458
H 6.04076 0.99547 1.71170
H 4.91349 -0.07708 0.79862
H 5.13581 2.80016 0.59977
H 3.77832 2.59107 1.78810
H 3.05961 2.88490 -0.68933
H 3.99570 1.36177 -1.08718
H 2.64114 -0.61880 -1.52438
H -0.39017 -2.31616 -1.78772
H 0.28156 -3.30919 -0.38739
H 1.30095 -3.82265 -2.72469
H 1.82592 -2.10981 -2.88857
H 3.53586 -2.70010 -1.70411
H -0.27759 1.02265 3.24147
H -1.04548 -0.51507 2.77232
H -2.67997 1.48383 2.71462
H -2.63029 0.32864 1.32332
H -1.06351 1.97200 0.00840
H -2.78990 2.38152 0.17312
H 1.63386 3.10504 1.24818
H 1.94825 2.26099 2.64473
C 3.29730 -4.17267 4.99708
C 2.90886 -5.28711 5.92275
O 1.98842 -6.03436 5.14556
C 2.36150 -5.84960 3.85085
O 1.99340 -6.52334 2.94164
O 3.21370 -4.79901 3.71828
F 2.26966 -4.81323 7.01668
H 2.60015 -3.33222 5.03628
H 4.30415 -3.80209 5.18643
H 3.73739 -5.92914 6.23058
C 2.28130 6.04559 -1.95815
C 3.27719 6.58499 -2.94177
O 4.52263 6.26968 -2.33778
C 4.30734 5.15014 -1.60102
O 5.16962 4.44950 -1.17448
O 2.97676 4.91918 -1.41456
F 3.17563 7.92748 -3.05276
H 2.05536 6.75336 -1.15769
H 1.34776 5.74161 -2.43184
H 3.22520 6.12885 -3.93306
C -3.37108 4.18429 -2.27878
C -3.84562 5.26140 -3.20748
O -2.64956 5.95724 -3.51838
C -1.64797 5.03815 -3.42536
O -0.55338 5.19072 -3.86806
O -2.05508 3.92111 -2.76553
F -4.69254 6.11160 -2.58059
H -3.31225 4.52075 -1.24045
H -3.99319 3.29133 -2.32331
H -4.30778 4.89417 -4.12659
C -0.86272 -6.12578 2.13914
C -1.84816 -6.27870 3.25956
O -2.56131 -5.05380 3.22216
C -2.52815 -4.64131 1.92248
O -3.23610 -3.80213 1.46746
O -1.58444 -5.31423 1.20976
F -1.21971 -6.37909 4.45411
H 0.04254 -5.60533 2.44489
H -0.58393 -7.07908 1.69372
H -2.54393 -7.11252 3.13924
C -0.20881 -6.23004 -4.32421
C -1.31943 -6.15306 -5.33115
O -1.80894 -4.83370 -5.16232
C -0.74927 -4.09463 -4.73666
O -0.71177 -2.90615 -4.74449
O 0.27176 -4.88548 -4.30359
F -2.30925 -7.02531 -5.03464
H -0.56340 -6.50463 -3.32821
H 0.57694 -6.92356 -4.61991
H -1.00108 -6.29615 -6.36646
C -8.64075 5.66652 -1.51072
C -8.49063 5.70106 -0.01813
O -7.92865 4.43342 0.27237
C -7.21229 4.08300 -0.83081
O -6.39538 3.21714 -0.85199
O -7.53973 4.84863 -1.90408
F -9.69360 5.79408 0.59345
H -9.57423 5.19624 -1.82726
H -8.57599 6.65606 -1.96068
H -7.82897 6.48847 0.35087
*
```

As for the HOMO-LUMO gap: 9.19 eV.


In kcal/mol, the energy above the lowest of the compared OMol25 structures with the same formula, charge and spin values for the records above are, in order, 14.5 7.9 0.0.
In g mol⁻¹, the M values for the records above are, in order, 672.69 719.80 953.12.
In hartree/bohr, the F_max values for the records above are, in order, 0.034 0.011 0.075.